C23H30FN3O in the gas phase. Source: OMol25; level of theory: ωB97M-V/def2-TZVPD.

Last column: Mulliken charge in e.
Element x y z (Å)
C1 0.71 -0.97 -8.79  -0.829
O1 -0.39 -0.48 -8.08  -0.468
C2 -0.33 -0.47 -6.71  0.742
C3 0.74 -0.92 -5.95  -0.525
C4 0.70 -0.85 -4.57  -0.714
C5 -0.41 -0.35 -3.89  0.449
N1 -0.48 -0.32 -2.52  0.316
C6 0.54 -0.95 -1.70  -1.292
C7 0.04 -1.07 -0.27  -0.724
N2 -0.09 0.25 0.33  0.172
C8 -0.79 0.32 1.60  0.393
C9 -2.28 -0.04 1.59  -0.499
C10 -2.86 0.14 2.99  -0.727
C11 -2.06 -0.69 3.99  -1.066
N3 -0.63 -0.41 3.99  0.190
C12 -0.26 0.83 4.65  -0.565
C13 1.23 0.85 4.91  0.028
C14 2.00 1.95 4.55  -0.303
C15 3.37 1.96 4.80  -0.670
C16 3.94 0.86 5.41  0.411
F1 5.27 0.86 5.65  -0.330
C17 3.19 -0.25 5.76  -0.626
C18 1.83 -0.24 5.51  -0.185
C19 -0.08 -0.56 2.65  -1.985
C20 -0.49 1.25 -0.65  -1.101
C21 -1.28 0.67 -1.83  -0.825
C22 -1.50 0.07 -4.67  -0.372
C23 -1.45 0.02 -6.04  -0.693
H1 0.45 -0.89 -9.84  0.235
H2 1.61 -0.38 -8.59  0.333
H3 0.92 -2.02 -8.55  0.328
H4 1.63 -1.31 -6.42  0.360
H5 1.57 -1.19 -4.02  0.367
H6 1.49 -0.40 -1.71  0.386
H7 0.72 -1.96 -2.10  0.677
H8 -0.91 -1.63 -0.27  0.240
H9 0.77 -1.64 0.31  0.478
H10 -0.69 1.36 1.92  0.338
H11 -2.82 0.59 0.87  0.383
H12 -2.41 -1.09 1.28  0.244
H13 -2.81 1.20 3.27  0.348
H14 -3.90 -0.16 3.01  0.445
H15 -2.44 -0.54 5.01  0.455
H16 -2.17 -1.75 3.75  0.412
H17 -0.54 1.74 4.09  0.350
H18 -0.78 0.86 5.61  0.497
H19 1.55 2.80 4.08  0.353
H20 3.98 2.80 4.53  0.425
H21 3.67 -1.09 6.23  0.430
H22 1.22 -1.09 5.77  0.393
H23 0.98 -0.32 2.68  0.402
H24 -0.20 -1.61 2.39  0.390
H25 -1.08 2.03 -0.16  0.480
H26 0.42 1.73 -1.04  0.336
H27 -1.53 1.49 -2.51  0.663
H28 -2.22 0.23 -1.47  0.251
H29 -2.39 0.44 -4.19  0.389
H30 -2.29 0.35 -6.64  0.405

Values from the calculation:
ΔE to the lowest compared entry with this formula, charge and spin = 20.3 kJ/mol
Highest occupied orbital energy = -0.2626 hartree
SMILES string = COc1ccc(N2CCN([C@H]3CCCN(Cc4ccc(F)cc4)C3)CC2)cc1
HOMO-LUMO gap = 7.85 eV